Record 1
H4NP | ωB97M-V/def2-TZVPD

Properties
HOMO energy = -8.34 eV
electronic energy = -398.404428 Ha

Geometry (Å):
N 0.68454 0.31242 -0.13560
P -0.90745 -0.36725 -0.04563
H 1.03000 0.93325 -1.38505
H 1.48532 -0.25050 -0.06142
H -1.44469 0.70674 0.65397
H -0.84772 -1.33467 0.97373


Record 2
C36H42Cl3GaGeN7O2SSi | ωB97M-V/def2-TZVPD

Properties
HOMO energy (alpha / beta) = -13.19 / -13.19 eV
net charge = +2
electronic energy = -8000.257574 Ha
⟨S²⟩ = 0.77
2S+1 = 2

Geometry (Å):
Ga 0.15479 0.13255 0.28735
C -3.33121 -2.52545 2.48182
Si -2.06181 -1.11671 2.34592
C -0.83902 -1.51007 3.71122
C -2.97397 0.53316 2.52792
N -1.40003 -1.14138 0.73950
C -1.53600 -2.35634 0.04703
C -0.91529 -3.57203 0.51657
C -1.18742 -4.83251 -0.03186
C -2.14593 -4.94289 -1.02958
C -2.73488 -3.80059 -1.57575
C -2.35248 -2.50169 -1.15149
O -2.63385 -1.39334 -1.84759
C -2.48522 -1.37962 -3.20063
C -1.53508 -2.16388 -3.87794
C -1.43560 -2.07077 -5.23490
C -2.17036 -1.15247 -5.98718
C -3.10858 -0.36630 -5.29413
C -3.25949 -0.45553 -3.93672
H -2.92674 -3.45255 2.94348
H -3.77856 -2.81913 1.51547
H -4.16554 -2.18440 3.08819
H -1.31716 -1.08471 4.60959
H 0.11372 -0.92708 3.58563
H -0.55201 -2.57149 3.86213
H -3.91380 0.49934 3.15379
H -3.24278 0.97705 1.55687
H -2.31532 1.19420 3.08537
H -0.14330 -3.47539 1.29357
H -0.69752 -5.75075 0.30941
H -2.51389 -5.90137 -1.39482
H -3.39563 -3.88431 -2.45535
H -0.89319 -2.89244 -3.30304
H -0.73646 -2.68454 -5.77328
H -2.06704 -1.04733 -7.05695
H -3.81054 0.25768 -5.84536
H -4.02298 0.12201 -3.47947
N 0.14901 4.46752 3.24995
N -0.21432 3.80030 2.13280
N -0.53687 4.27737 0.88814
C -0.79227 3.16940 0.18288
N -0.48548 2.06443 0.94111
N -0.19810 2.45686 2.17416
H 0.31257 5.47434 3.24031
H 0.60929 3.90129 3.93757
H -1.05806 3.18661 -0.84339
Cl 2.39728 2.60547 -1.31597
Ge 1.26061 0.79738 -2.06437
Cl 2.65477 -0.86421 -2.35696
Cl 0.35738 1.47834 -3.90631
C -3.66984 6.29605 -6.25926
C -3.28047 5.56405 -5.01267
C -1.92855 5.52689 -4.63607
C -1.62058 5.01769 -3.38974
N -2.53578 4.45032 -2.57035
C -3.83247 4.46996 -2.95524
C -4.24818 5.08802 -4.15325
H -4.50339 6.98861 -6.08314
H -4.01824 5.62574 -7.06785
H -2.80613 6.82728 -6.58367
H -1.13006 5.72270 -5.35687
H -0.57986 4.95747 -3.01825
H -4.49471 3.96767 -2.24282
H -5.31832 5.06226 -4.42489
O 1.64664 -0.20920 1.49016
S 3.22134 -0.16926 1.34912
C 3.90296 -1.73080 2.06607
C 4.38605 -2.68577 1.02051
C 3.58467 -3.74429 0.63424
C 4.06349 -4.74461 -0.21486
C 5.30787 -4.62832 -0.78909
C 6.13627 -3.57055 -0.38105
C 5.71453 -2.58847 0.55010
C 3.72452 1.07256 2.58258
C 3.45445 0.71071 3.95599
C 2.14559 0.81795 4.58861
C 2.04920 0.51980 5.96928
C 3.08251 -0.06813 6.67229
C 4.27225 -0.24079 6.00527
C 4.53207 0.27137 4.75961
H 3.03925 -2.14232 2.66003
H 4.58781 -1.48023 2.84193
H 2.55891 -3.82279 0.85379
H 3.37137 -5.53862 -0.48550
H 5.68998 -5.34768 -1.53058
H 7.06481 -3.45024 -0.89905
H 6.39588 -1.82639 0.85443
H 3.17376 1.89084 2.16857
H 4.78218 1.24702 2.46890
H 1.23132 1.09994 4.03006
H 1.09822 0.80077 6.45422
H 2.96618 -0.36462 7.73292
H 5.15587 -0.52845 6.55961
H 5.50104 0.31184 4.34118


Record 3
C36H53BrO8 | ωB97M-V/def2-TZVPD

Properties
structure (SMILES) = Cc1ccc(CC2=CC(=O)C=C(CC(=O)Br)C2=O)cc1.C1CCOC1.C1CCOC1.C1CCOC1.C1CCOC1.C1CCOC1
HOMO energy = -8.64 eV
electronic energy = -4579.379033 Ha

Geometry (Å):
C -3.70759 5.30401 2.08612
C -2.97050 4.08378 2.55915
C -1.69542 4.19330 3.15362
C -0.99125 3.05499 3.57304
C -1.53800 1.77034 3.41243
C -0.81554 0.53246 3.87690
C 0.56723 0.25224 3.35358
C 1.44800 -0.46551 4.05797
C 2.78695 -0.76815 3.53582
O 3.73413 -0.90172 4.26314
C 2.89882 -0.84926 2.08179
C 2.04748 -0.15249 1.34216
C 1.96064 -0.11477 -0.13234
C 3.16214 -0.10381 -1.02944
O 3.04323 -0.36243 -2.15659
Br 4.87712 0.45923 -0.35574
C 1.01510 0.69484 2.01327
O 0.59842 1.67131 1.45501
C -2.81900 1.65891 2.83885
C -3.52414 2.80359 2.41701
H -3.99752 5.94338 2.91042
H -4.58643 5.01216 1.52681
H -3.07523 5.88008 1.42004
H -1.24101 5.16428 3.28086
H -0.01123 3.16708 4.00927
H -0.77144 0.53321 4.96108
H -1.42734 -0.31891 3.60186
H 1.21986 -0.81160 5.05176
H 3.68708 -1.44152 1.65353
H 1.40345 0.77145 -0.41855
H 1.37464 -0.96819 -0.46659
H -3.25759 0.67949 2.71312
H -4.50204 2.70636 1.97422
C 1.84230 1.67419 -4.18233
C 1.43833 2.29422 -5.51892
C -0.04513 1.94978 -5.57581
O -0.50510 1.92458 -4.22071
C 0.61360 1.95149 -3.33015
H 2.75277 2.09558 -3.76049
H 1.98682 0.59892 -4.28926
H 1.57743 3.37721 -5.49242
H 1.99094 1.90087 -6.37021
H -0.20396 0.96065 -6.01994
H -0.63390 2.67758 -6.13584
H 0.66548 2.93859 -2.85769
H 0.45962 1.20235 -2.55111
C -1.30195 -2.20658 -3.41020
C -2.00822 -2.03587 -2.06068
C -1.28875 -3.07202 -1.20436
O 0.04268 -3.14974 -1.70846
C 0.12912 -2.47253 -2.96482
H -1.38454 -1.33492 -4.05759
H -1.70256 -3.07094 -3.94430
H -1.83066 -1.03113 -1.67016
H -3.08382 -2.19854 -2.10227
H -1.76086 -4.05717 -1.29534
H -1.24000 -2.80816 -0.14592
H 0.67630 -1.53410 -2.81808
H 0.69425 -3.09436 -3.65895
C -1.99392 -4.93072 3.49278
C -3.27668 -4.93390 2.66147
C -3.76320 -3.50111 2.84003
O -2.58900 -2.69909 2.99277
C -1.45304 -3.53694 3.20678
H -1.29207 -5.71707 3.22131
H -2.23152 -5.03544 4.55339
H -3.04373 -5.12703 1.61203
H -4.00941 -5.66927 2.98854
H -4.38085 -3.39960 3.73848
H -4.33250 -3.13264 1.98638
H -0.83500 -3.53055 2.30126
H -0.86276 -3.13122 4.02961
C -3.75335 2.43152 -4.10754
C -4.94350 2.28065 -5.05499
C -5.58338 3.66074 -4.96849
O -4.51782 4.57922 -4.72771
C -3.32710 3.86531 -4.37963
H -2.95267 1.72032 -4.28068
H -4.08490 2.32693 -3.07128
H -4.59161 2.09078 -6.07189
H -5.62891 1.48093 -4.77774
H -6.29454 3.71583 -4.13644
H -6.10107 3.95240 -5.88325
H -2.62578 3.91680 -5.21924
H -2.86487 4.34544 -3.51737
C 8.48916 -1.74620 3.21535
C 7.29193 -2.41940 3.88542
C 6.25190 -2.35953 2.77592
O 6.97359 -2.43432 1.54207
C 8.36775 -2.24571 1.77961
H 9.44733 -1.99506 3.66879
H 8.36829 -0.66121 3.24533
H 7.52888 -3.45785 4.12779
H 6.96089 -1.92308 4.79550
H 5.70093 -1.41872 2.80266
H 5.53472 -3.18178 2.82221
H 8.88418 -3.20219 1.64220
H 8.76039 -1.53531 1.05098


Record 4
C38H42Cl3N4O2SbSe5Ti | ωB97M-V/def2-TZVPD

Properties
HOMO energy = -1.66 eV
net charge = -2
electronic energy = -16320.448624 Ha

Geometry (Å):
Ti -0.08580 0.07427 -0.23781
Cl -6.85650 1.18946 2.42085
C -5.22586 0.68249 2.03601
C -4.75829 0.81477 0.73926
C -3.47169 0.40256 0.46178
Cl -2.82305 0.56098 -1.13638
C -2.60148 -0.15186 1.42419
O -1.41376 -0.57396 1.12750
C -3.13726 -0.24329 2.72248
Cl -2.13033 -0.88731 3.98249
C -4.42407 0.16124 3.03262
H -5.37778 1.23672 -0.03914
H -4.78885 0.07067 4.04579
Se -2.17024 0.75960 -6.83074
Sb 0.13326 1.10946 -6.20406
Se 0.30393 0.81114 -2.78885
Se -0.16180 -1.42267 -2.36785
Se 0.73745 3.44691 -6.34775
C 3.24844 -0.34449 4.14169
C 2.95467 0.27407 2.81605
C 3.53973 1.31957 2.12771
C 2.79114 1.46143 0.94197
N 1.82592 0.55639 0.91864
N 1.93740 -0.15181 2.05326
C 2.97828 2.42169 -0.18291
H 4.31237 -0.27773 4.36728
H 2.94420 -1.39251 4.15442
H 2.70007 0.16556 4.93640
H 4.38453 1.91200 2.43784
H 1.33752 -0.96299 2.18675
H 3.74278 3.15628 0.06925
H 2.04852 2.94475 -0.40471
H 3.27768 1.89763 -1.09249
C -0.39886 6.12287 -0.93825
C -0.56711 5.01226 -1.79384
C -0.59581 3.74846 -1.27530
C -0.44593 3.49074 0.11512
C -0.41605 2.14961 0.63939
C -0.42391 2.07005 2.01699
C -0.31089 3.17840 2.88428
C -0.23697 4.44051 2.37197
C -0.32523 4.62618 0.97019
C -0.29310 5.92965 0.40887
H -0.36745 7.12430 -1.35230
H -0.67124 5.15165 -2.86310
H -0.75596 2.90856 -1.93501
H -0.43531 1.09898 2.50255
H -0.27066 3.01383 3.95644
H -0.12221 5.30843 3.01385
H -0.18522 6.77558 1.08125
C 2.96961 -6.67099 2.92404
C 4.08199 -5.63891 3.09526
C 4.38823 -4.83152 1.83451
C 3.37251 -3.76186 1.44732
N 2.09012 -4.28206 1.00904
C 0.91104 -4.12542 1.66288
Se 0.70110 -3.43473 3.35491
N -0.06334 -4.64482 0.87513
C -1.49326 -4.59826 1.17174
C -2.25605 -3.49504 0.42967
C -2.89202 -3.85015 -0.91435
C -3.87785 -5.01361 -0.86865
C 0.49585 -5.11405 -0.30273
C -0.05322 -5.75662 -1.40128
C 0.80510 -6.09345 -2.43734
C 2.17010 -5.81019 -2.37343
C 2.72506 -5.19885 -1.25913
C 1.86404 -4.86351 -0.22621
H 2.94848 -7.35786 3.77284
H 3.12545 -7.26308 2.01803
H 1.99043 -6.19807 2.86636
H 5.00154 -6.15866 3.38342
H 3.83238 -4.95751 3.91323
H 4.51499 -5.52426 0.99509
H 5.34353 -4.31312 1.95732
H 3.77535 -3.16254 0.62754
H 3.16156 -3.09095 2.27888
H -1.55388 -4.42604 2.24415
H -1.90140 -5.59231 0.96980
H -1.58690 -2.65124 0.26670
H -3.04184 -3.13363 1.10111
H -2.12032 -4.03360 -1.66397
H -3.41588 -2.95697 -1.26413
H -3.39897 -5.95855 -0.59638
H -4.35447 -5.16126 -1.83943
H -4.66595 -4.82523 -0.13457
H -1.10930 -5.97674 -1.45848
H 0.40290 -6.57020 -3.32143
H 2.80558 -6.06901 -3.21004
H 3.78329 -4.98199 -1.20343
C 2.65001 -1.39361 -1.31535
C 1.21778 -1.26815 -0.90330
O 0.75719 -1.77137 0.22359
H 2.91485 -2.43543 -1.52397
H 3.28517 -1.01368 -0.51067
H 2.82938 -0.80288 -2.21489


> electronic energy of number 4 (C38H42Cl3N4O2SbSe5Ti)?

-16320.448624 Ha


Copy entry 1 word for word.
H4NP | ωB97M-V/def2-TZVPD

Properties
HOMO energy = -8.34 eV
electronic energy = -398.404428 Ha

Geometry (Å):
N 0.68454 0.31242 -0.13560
P -0.90745 -0.36725 -0.04563
H 1.03000 0.93325 -1.38505
H 1.48532 -0.25050 -0.06142
H -1.44469 0.70674 0.65397
H -0.84772 -1.33467 0.97373


> Which formula does entry 3 have?

C36H53BrO8